1.
Formula: C22H50Ba2NO26P5
Source: OMol25
Level of theory: the ωB97M-V functional and the def2-TZVPD basis

Last column: Löwdin charge in e.
Positions of all 106 atoms, in Å:
Ba (0.972, -0.138, 4.462)  1.95
Ba (2.035, 0.376, -4.653)  2.03
C (2.868, 0.316, -0.032)  0.01
C (2.326, 0.400, -1.334)  -0.35
C (0.802, 0.097, -1.592)  -0.35
O (0.310, 0.383, -2.686)  -0.20
C (0.089, -0.496, -0.484)  -0.01
C (0.645, -0.574, 0.771)  -0.36
C (2.119, -0.186, 1.015)  -0.35
O (2.714, -0.298, 2.130)  -0.14
O (-0.073, -1.054, 1.708)  -0.12
O (3.025, 0.848, -2.289)  -0.28
H (3.873, 0.693, 0.082)  0.13
H (-0.923, -0.822, -0.668)  0.11
C (3.250, 3.800, -2.073)  0.04
N (4.014, 4.880, -1.389)  -0.44
O (3.707, 6.026, -1.682)  0.06
O (4.929, 4.597, -0.650)  0.07
H (3.755, 3.432, -2.962)  0.10
H (2.259, 4.209, -2.243)  0.10
H (3.184, 3.001, -1.340)  0.07
C (0.366, 5.128, 5.421)  -0.08
O (1.455, 5.141, 4.508)  -0.19
P (1.691, 3.924, 3.484)  0.40
O (0.968, 2.649, 3.719)  -0.38
O (1.238, 4.578, 2.119)  -0.21
C (1.749, 5.875, 1.750)  -0.06
O (3.274, 3.853, 3.453)  -0.19
C (3.955, 3.028, 2.541)  -0.09
H (-0.402, 4.408, 5.145)  0.06
H (-0.100, 6.117, 5.451)  0.10
H (0.753, 5.040, 6.439)  0.10
H (2.742, 6.066, 2.162)  0.10
H (1.139, 6.687, 2.142)  0.10
H (1.809, 5.872, 0.667)  0.08
H (4.512, 2.202, 2.983)  0.10
H (4.705, 3.583, 1.965)  0.09
H (3.322, 2.653, 1.728)  0.08
C (2.152, -5.031, 6.342)  -0.10
O (1.198, -5.347, 5.344)  -0.19
P (0.992, -4.351, 4.085)  0.40
O (1.384, -2.945, 4.263)  -0.39
O (1.768, -5.041, 2.877)  -0.22
C (1.391, -6.395, 2.424)  -0.02
O (-0.554, -4.624, 3.815)  -0.22
C (-1.142, -4.053, 2.625)  -0.07
H (2.467, -3.982, 6.321)  0.07
H (3.009, -5.699, 6.356)  0.10
H (1.639, -5.066, 7.309)  0.10
H (1.421, -6.275, 1.346)  0.08
H (0.373, -6.577, 2.760)  0.08
H (2.113, -7.076, 2.858)  0.10
H (-0.362, -3.613, 2.009)  0.07
H (-1.918, -3.313, 2.818)  0.09
H (-1.673, -4.861, 2.120)  0.09
C (-4.355, 0.284, -5.657)  -0.09
O (-2.948, 0.037, -5.695)  -0.20
P (-1.988, 1.303, -5.498)  0.38
O (-0.590, 0.863, -5.431)  -0.39
O (-2.416, 2.348, -6.601)  -0.19
C (-2.117, 1.974, -7.959)  -0.07
O (-2.522, 2.015, -4.170)  -0.19
C (-2.682, 1.300, -2.959)  -0.10
H (-4.673, 1.325, -5.549)  0.10
H (-4.795, -0.241, -4.810)  0.09
H (-4.820, -0.018, -6.594)  0.10
H (-1.437, 1.127, -8.058)  0.09
H (-1.642, 2.816, -8.461)  0.10
H (-3.057, 1.777, -8.472)  0.10
H (-2.379, 0.256, -3.024)  0.08
H (-3.745, 1.310, -2.692)  0.10
H (-2.200, 1.816, -2.132)  0.08
C (-1.775, 1.958, 1.196)  -0.07
O (-2.601, 2.371, 2.297)  -0.21
P (-2.777, 1.308, 3.486)  0.42
O (-1.574, 0.752, 4.126)  -0.42
O (-3.721, 2.117, 4.487)  -0.18
C (-3.121, 3.024, 5.391)  -0.10
O (-3.751, 0.223, 2.817)  -0.20
C (-4.879, 0.587, 2.032)  -0.08
H (-1.580, 0.882, 1.238)  0.06
H (-0.877, 2.543, 1.029)  0.10
H (-2.440, 1.982, 0.324)  0.09
H (-2.160, 2.704, 5.803)  0.08
H (-3.792, 3.067, 6.253)  0.10
H (-2.993, 4.047, 5.030)  0.10
H (-4.846, 1.652, 1.802)  0.09
H (-5.843, 0.384, 2.500)  0.10
H (-4.873, -0.036, 1.136)  0.09
C (0.802, -5.357, -2.177)  -0.07
O (1.329, -4.114, -2.673)  -0.20
P (0.746, -3.492, -4.005)  0.41
O (1.359, -2.198, -4.380)  -0.43
O (-0.851, -3.432, -3.877)  -0.18
C (-1.420, -3.132, -2.611)  -0.09
O (0.889, -4.652, -5.082)  -0.20
C (1.968, -4.789, -6.012)  -0.06
H (-0.027, -5.764, -2.757)  0.10
H (0.393, -5.334, -1.166)  0.09
H (1.674, -6.007, -2.219)  0.10
H (-2.254, -2.442, -2.743)  0.09
H (-0.737, -2.680, -1.890)  0.07
H (-1.837, -4.037, -2.163)  0.10
H (2.525, -5.698, -5.808)  0.10
H (2.592, -3.897, -6.070)  0.08
H (1.505, -4.881, -6.995)  0.10

* E_HOMO: -11.920 eV
* multiplicity: 1
* total charge: +2
* LUMO level: -4.50 eV
* frontier orbital gap: 7.424 eV

2.
Formula: C22H50CeN3P3S
Source: OMol25
Level of theory: the ωB97M-V functional and the def2-TZVPD basis

Last column: Löwdin spin population.
Positions of all 80 atoms, in Å:
Ce (-0.313, -0.193, -1.241)  1.02
P (0.616, -2.800, -0.556)  0.00
P (-0.621, 0.263, 1.685)  0.00
P (4.565, 0.223, 2.061)  0.00
H (1.200, -0.886, -3.021)  0.00
C (1.705, -0.005, -2.539)  0.00
C (2.195, -0.214, -1.157)  0.00
H (1.662, -0.018, -0.204)  0.00
C (-0.236, -3.790, -1.863)  0.00
C (-0.031, -3.604, 0.961)  0.00
C (2.284, -3.548, -0.620)  0.00
C (-0.619, 1.979, 2.327)  0.00
C (-2.325, -0.202, 2.210)  0.00
C (0.360, -0.524, 3.013)  0.00
C (6.352, 0.135, 2.254)  0.00
C (3.855, -1.435, 2.143)  0.00
C (3.844, 1.321, 3.300)  0.00
H (2.618, 0.110, -3.142)  0.00
H (2.934, -1.007, -1.017)  0.00
H (-0.224, -3.263, -2.830)  0.00
H (-1.278, -3.999, -1.584)  0.00
H (0.309, -4.737, -1.974)  0.00
H (-0.937, -3.098, 1.323)  0.00
H (0.729, -3.575, 1.753)  0.00
H (-0.276, -4.651, 0.734)  0.00
H (2.970, -2.929, -1.207)  0.00
H (2.214, -4.529, -1.106)  0.00
H (2.690, -3.673, 0.392)  0.00
H (-1.087, 2.009, 3.321)  0.00
H (-1.175, 2.630, 1.644)  0.00
H (0.408, 2.355, 2.392)  0.00
H (-2.452, 0.055, 3.273)  0.00
H (-2.498, -1.279, 2.074)  0.00
H (-3.064, 0.358, 1.618)  0.00
H (-0.145, -0.379, 3.979)  0.00
H (1.356, -0.063, 3.068)  0.00
H (0.472, -1.600, 2.831)  0.00
H (6.634, 0.464, 3.267)  0.00
H (6.797, 0.806, 1.501)  0.00
H (6.699, -0.898, 2.081)  0.00
H (4.003, -1.847, 3.156)  0.00
H (4.357, -2.092, 1.412)  0.00
H (2.777, -1.422, 1.912)  0.00
H (4.656, 1.902, 3.761)  0.00
H (3.313, 0.741, 4.070)  0.00
H (3.153, 2.014, 2.796)  0.00
C (2.348, 2.474, -0.371)  0.00
C (2.627, 3.687, 0.307)  0.00
C (1.596, 4.632, 0.479)  0.00
C (0.329, 4.377, -0.042)  0.00
C (0.046, 3.151, -0.682)  0.00
C (1.033, 2.185, -0.759)  -0.01
S (3.791, 1.450, -0.709)  0.00
H (4.179, 1.043, 0.608)  0.00
H (3.645, 3.905, 0.628)  0.00
H (1.809, 5.562, 1.004)  0.00
H (-0.469, 5.121, 0.068)  0.00
H (-0.966, 2.962, -1.078)  0.00
H (1.146, 0.934, -2.778)  0.00
C (-5.844, 0.635, -3.241)  0.00
N (-4.508, 1.045, -2.811)  0.00
C (-3.936, 2.122, -3.614)  0.00
C (-3.659, 0.144, -2.232)  0.00
N (-2.353, 0.140, -2.538)  0.00
N (-4.148, -0.707, -1.294)  0.00
C (-5.287, -0.358, -0.457)  0.00
C (-3.367, -1.863, -0.880)  0.00
H (-5.808, -0.078, -4.085)  0.00
H (-6.388, 0.168, -2.417)  0.00
H (-6.366, 1.547, -3.552)  0.00
H (-4.752, 2.815, -3.830)  0.00
H (-3.166, 2.652, -3.041)  0.00
H (-3.507, 1.768, -4.566)  0.00
H (-2.206, 0.695, -3.388)  0.00
H (-5.595, 0.669, -0.663)  0.00
H (-6.132, -1.038, -0.642)  0.00
H (-5.010, -0.422, 0.607)  0.00
H (-2.566, -1.585, -0.164)  0.00
H (-2.927, -2.370, -1.745)  0.00
H (-4.035, -2.566, -0.370)  0.00

* ⟨S²⟩: 0.751
* E_HOMO (alpha / beta): -15.525 / -15.526 eV
* multiplicity: 2
* total charge: +3
* LUMO level (alpha / beta): -9.63 / -9.63 eV
* frontier orbital gap (alpha / beta): 5.891 / 5.899 eV

3.
Formula: C22H50FN4O4Pd
Source: OMol25
Level of theory: the ωB97M-V functional and the def2-TZVPD basis

Last column: Löwdin spin population.
Positions of all 82 atoms, in Å:
Pd (2.548, -1.120, -0.871)  1.49
F (0.566, -0.571, -0.827)  0.17
C (2.575, -0.300, 3.427)  0.00
C (2.922, -0.978, 2.105)  0.01
C (1.957, -2.109, 1.890)  0.00
O (2.256, -2.755, 0.640)  0.08
C (1.256, -3.699, 0.248)  0.00
N (2.760, 0.025, 0.978)  0.07
H (2.906, -0.916, 4.271)  0.00
H (1.504, -0.136, 3.545)  0.00
H (3.127, 0.628, 3.579)  0.00
H (3.967, -1.280, 2.131)  0.00
H (0.930, -1.735, 1.908)  0.00
H (2.099, -2.865, 2.667)  0.00
H (0.263, -3.251, 0.200)  0.00
H (1.270, -4.561, 0.921)  0.00
H (1.531, -4.090, -0.729)  0.00
H (1.888, 0.548, 1.187)  0.00
H (3.485, 0.713, 1.173)  0.00
C (2.764, -2.086, -5.160)  0.00
C (2.927, -1.482, -3.774)  0.01
C (2.459, -0.051, -3.767)  0.00
O (2.699, 0.486, -2.459)  0.07
C (2.096, 1.769, -2.246)  0.00
N (2.185, -2.232, -2.730)  0.06
H (2.984, -3.152, -5.154)  0.00
H (3.453, -1.606, -5.858)  0.00
H (1.764, -1.904, -5.560)  0.00
H (3.987, -1.485, -3.511)  0.00
H (1.389, 0.027, -3.989)  0.00
H (3.059, 0.521, -4.478)  0.00
H (2.525, 2.495, -2.935)  0.00
H (2.282, 2.022, -1.206)  0.00
H (1.016, 1.681, -2.390)  0.00
H (2.404, -3.222, -2.823)  0.00
H (1.186, -2.222, -2.950)  0.00
C (-1.504, 3.429, 0.829)  0.00
C (0.001, 3.230, 0.920)  0.00
C (0.588, 3.924, 2.130)  0.00
O (0.142, 5.248, 2.170)  0.00
C (0.581, 5.936, 3.322)  0.00
N (0.342, 1.797, 1.018)  0.00
H (-1.953, 3.101, 1.772)  0.00
H (-1.909, 2.782, 0.047)  0.00
H (-1.797, 4.455, 0.625)  0.00
H (0.473, 3.622, 0.012)  0.00
H (1.689, 3.903, 2.091)  0.00
H (0.297, 3.359, 3.032)  0.00
H (0.400, 5.344, 4.229)  0.00
H (-0.032, 6.830, 3.443)  0.00
H (1.631, 6.229, 3.250)  0.00
H (-0.329, 1.372, 1.650)  0.00
H (0.277, 1.326, 0.122)  0.00
C (-1.618, -1.010, -3.415)  0.00
C (-2.616, -0.609, -2.327)  0.00
C (-2.839, -1.787, -1.398)  0.00
O (-3.383, -2.940, -1.992)  0.00
C (-4.718, -2.776, -2.427)  0.00
N (-2.093, 0.470, -1.482)  0.01
H (-0.658, -1.163, -2.913)  0.00
H (-1.514, -0.197, -4.138)  0.00
H (-1.905, -1.935, -3.917)  0.00
H (-3.562, -0.264, -2.744)  0.00
H (-3.434, -1.475, -0.526)  0.00
H (-1.863, -2.068, -0.982)  0.00
H (-5.011, -3.713, -2.900)  0.00
H (-4.796, -2.012, -3.206)  0.00
H (-5.378, -2.573, -1.580)  0.00
H (-1.871, 1.274, -2.059)  0.00
H (-1.228, 0.143, -1.054)  0.00
C (-2.887, 0.360, 2.261)  0.00
C (-3.613, 0.588, 3.425)  0.00
C (-3.314, -0.120, 4.585)  0.00
C (-2.347, -1.111, 4.553)  0.00
C (-1.634, -1.350, 3.384)  0.00
C (-1.910, -0.626, 2.231)  0.00
H (-3.199, 0.934, 1.396)  0.00
H (-4.430, 1.297, 3.402)  0.00
H (-3.815, 0.132, 5.511)  0.00
H (-2.162, -1.701, 5.442)  0.00
H (-0.781, -2.020, 3.418)  0.00
H (-1.304, -0.743, 1.336)  0.00

* ⟨S²⟩: 2.004
* E_HOMO (alpha / beta): -11.295 / -11.296 eV
* multiplicity: 3
* total charge: +1
* LUMO level (alpha / beta): -2.37 / -4.26 eV
* frontier orbital gap (alpha / beta): 8.927 / 7.038 eV

Let's list energy above the lowest of the compared OMol25 structures with the same formula, charge and spin in order: 0.000, 0.000, 0.000 eV.